Below is a 9-piece molecular cluster, C34H90N4O13 overall at a distorted geometry, with properties calculated with the ωB97M-V functional and the def2-TZVPD basis.

The SMILES is COCCNCCOC.COCCNCCOC.COCCNCCOC.COCCNCCOC.CCO.CCO.CCO.CCO.CCO. The calculation puts the energy above the lowest of the compared OMol25 structures with the same formula, charge and spin at 494.3 kJ/mol. The HOMO-LUMO gap is 8.67 eV. For the HOMO energy, the calculation gives -0.302 Eh. Its net charge is 0. As for the total energy: -69283.9316 eV. Its LUMO energy is 0.0169 Ha.

```
141
Properties=species:S:1:pos:R:3:forces:R:3:mulliken_charge:R:1
C -2.201414 11.597057 -13.055293 -1.284 -0.264 -0.058 -0.83
O -3.230559 11.604348 -14.075619 -0.219 -0.590 1.636 -0.01
C -4.536076 11.380186 -13.491075 -0.445 -0.266 -2.250 -0.62
C -5.528472 11.238247 -14.686060 0.832 0.866 0.164 -0.53
N -5.249827 12.298024 -15.678955 -0.909 -1.035 0.131 -0.18
C -5.344715 13.659243 -15.187268 0.183 -0.250 -0.727 -0.09
C -5.093344 14.669322 -16.298228 1.352 -0.079 0.234 -0.74
O -3.717952 14.957505 -16.591586 0.292 -1.142 0.237 -0.48
C -2.995596 13.772243 -17.051264 -0.485 1.477 0.822 -0.50
H -2.185049 12.551553 -12.529195 0.687 0.496 -0.590 0.35
H -1.294091 11.210048 -13.519071 0.070 0.586 0.212 -0.09
H -2.486774 10.955110 -12.221880 0.005 -0.715 -0.215 0.45
H -4.896804 12.263760 -12.964512 0.395 -0.114 0.649 0.37
H -4.618067 10.445197 -12.936831 0.469 0.181 0.511 0.52
H -6.523979 11.268146 -14.243143 -0.249 0.200 -0.342 0.41
H -5.422589 10.312340 -15.251381 0.122 -0.239 0.386 0.05
H -4.281494 12.091506 -15.878422 -0.042 0.273 -0.346 -0.19
H -4.647990 13.782340 -14.358095 -0.062 0.698 0.217 0.25
H -6.369453 13.904133 -14.907871 -0.116 -0.479 0.499 0.37
H -5.530118 15.590732 -15.913102 0.027 0.261 -0.692 0.38
H -5.479552 14.296015 -17.246695 -0.882 0.140 0.134 0.39
H -2.025672 14.180599 -17.335140 -0.116 -0.354 -0.455 0.23
H -3.571764 13.261743 -17.822975 0.243 0.127 -0.451 0.41
H -2.834840 13.048538 -16.252201 0.159 0.164 0.247 0.11
C -2.153179 7.667681 -21.426349 -0.036 0.095 -1.475 -0.32
O -1.349363 7.009910 -22.434781 -0.332 0.063 -0.023 -0.25
C -1.584944 7.498228 -23.775700 1.434 -1.091 -0.374 -0.65
C -1.441384 6.305510 -24.825656 -0.396 0.740 2.139 -0.06
N -1.659883 6.716151 -26.208100 0.627 1.492 1.918 -0.27
C -1.906196 5.622410 -27.049167 -0.074 -1.231 -1.740 -0.58
C -2.147768 6.126813 -28.485454 -0.402 -0.778 0.164 -0.42
O -2.591953 5.054566 -29.258585 -1.304 -2.368 -0.542 -0.29
C -3.119142 5.272637 -30.576084 0.976 1.656 0.961 -0.70
H -3.161973 7.258776 -21.483179 -0.159 -0.102 0.298 0.31
H -2.225166 8.721199 -21.696565 0.035 0.255 0.196 0.43
H -1.760810 7.598833 -20.411748 0.301 -0.510 -0.361 -0.23
H -0.756424 8.162011 -24.022775 -0.227 0.599 0.058 0.24
H -2.543361 8.013269 -23.841026 -0.109 -0.071 -0.157 0.50
H -2.151626 5.583468 -24.422789 -0.567 -0.490 -0.464 0.36
H -0.486410 5.812773 -24.643086 0.268 0.362 -0.418 -0.29
H -2.556270 7.179340 -26.162825 -0.074 0.665 -0.154 0.26
H -2.744354 5.094955 -26.593765 -0.331 -0.780 -0.755 0.41
H -1.061116 4.948696 -27.190706 0.162 -0.129 0.718 0.16
H -1.178590 6.386046 -28.911591 -0.045 1.125 0.199 0.32
H -2.928472 6.885790 -28.435000 0.258 0.671 -0.364 0.32
H -3.562193 4.417498 -31.086510 0.325 -0.358 0.736 0.24
H -2.285326 5.666699 -31.157092 -0.064 -0.023 -0.558 0.29
H -3.871019 6.059796 -30.519849 -0.251 0.100 -0.109 0.28
C -0.385357 2.295222 -14.015042 -0.680 -0.947 0.036 -0.76
O -1.111387 3.478693 -13.699983 0.614 0.116 -0.413 -0.38
C -1.838218 3.949516 -14.863359 0.008 -1.121 0.243 0.24
C -2.404704 5.365518 -14.689936 1.310 -1.245 0.713 -0.49
N -2.658304 5.967745 -15.981371 0.189 0.338 -0.018 -0.23
C -3.402617 7.220436 -15.857828 -0.034 -1.285 0.659 -0.53
C -3.815221 7.769886 -17.169565 -0.109 0.872 -0.458 -0.82
O -2.606051 8.183207 -17.865313 -0.884 0.662 -0.632 0.13
C -2.564146 9.447214 -18.589280 -0.980 -0.890 -0.078 -0.88
H 0.363590 2.314497 -14.806742 0.211 0.999 -0.091 0.17
H -1.046176 1.502380 -14.365492 -0.651 -0.044 -0.177 0.37
H 0.067154 1.808166 -13.151253 0.062 0.774 0.423 0.38
H -2.638773 3.225512 -15.015153 -0.337 -0.044 -0.219 0.36
H -1.163871 3.833510 -15.711833 0.010 0.586 -0.282 -0.28
H -1.602471 5.849702 -14.133077 -0.035 0.683 0.243 0.01
H -3.272720 5.317731 -14.032386 -0.236 0.168 -0.259 0.44
H -1.743674 6.268220 -16.286777 0.281 -0.368 -0.585 -0.13
H -2.816448 7.957331 -15.308742 -0.089 0.328 0.248 0.16
H -4.281730 6.919597 -15.287962 -0.310 0.511 0.119 0.71
H -4.563936 8.530673 -16.948806 0.514 1.093 -0.158 0.32
H -4.465938 7.081835 -17.709249 0.727 -0.593 -0.585 0.33
H -2.320663 10.300797 -17.956660 -0.094 -0.094 0.250 0.19
H -3.497180 9.625679 -19.123788 -0.474 0.105 0.397 0.51
H -1.874034 9.421414 -19.432594 0.565 -0.381 0.531 0.17
C 0.539625 8.736124 -13.216067 0.969 -0.464 -0.558 -0.94
O -0.002545 8.392172 -14.521843 0.533 0.466 1.745 0.33
C 0.293014 9.367056 -15.506558 -1.328 -0.993 -1.865 -1.02
C 0.075672 8.639230 -16.878422 2.158 0.088 1.208 1.23
N 1.306721 7.914991 -17.330347 -1.788 2.074 0.175 -0.29
C 0.979301 6.854135 -18.241759 0.880 1.287 -1.022 0.25
C 2.288596 6.229920 -18.727020 -1.874 -1.591 0.947 -0.99
O 1.806136 5.299260 -19.728289 0.942 0.190 0.764 -0.09
C 2.755554 4.599638 -20.511528 -0.226 0.530 -0.273 -0.89
H 1.622616 8.747606 -13.338893 0.180 0.591 -0.010 0.39
H 0.451174 7.979927 -12.436038 -0.870 -0.507 -0.499 0.24
H 0.180918 9.662862 -12.768204 -0.199 0.241 -0.442 0.14
H 1.254128 9.879153 -15.460584 0.300 -0.337 0.401 0.48
H -0.495824 10.118395 -15.542835 -0.100 0.464 0.542 0.14
H -0.184475 9.411893 -17.601899 -0.225 -0.336 -0.226 -0.19
H -0.723292 7.926550 -16.673858 -0.141 0.315 -0.406 -0.94
H 1.886030 7.783512 -16.513510 0.184 -0.986 -0.169 0.21
H 0.480662 7.176863 -19.155710 -0.086 1.038 0.004 0.05
H 0.218146 6.167421 -17.871392 0.430 -0.857 0.493 0.08
H 2.517480 5.788185 -17.757177 1.152 -1.276 -0.169 0.35
H 3.158767 6.833697 -18.984598 -0.582 0.453 -0.589 0.43
H 2.151112 3.966618 -21.161166 0.261 -0.413 0.249 0.17
H 3.514696 4.073972 -19.932327 -0.227 -0.350 0.171 0.35
H 3.292531 5.264252 -21.188306 0.113 0.382 -0.006 0.36
C 0.285659 8.272007 -8.629991 1.509 0.578 0.574 -0.93
C 1.621021 7.559878 -8.961968 -1.206 -0.724 -0.193 -0.28
O 1.362590 6.856276 -10.166196 -0.098 -0.070 -0.701 -0.44
H -0.575370 7.660801 -8.359496 0.355 -0.357 -0.300 0.30
H 0.030940 8.961212 -9.435097 -0.081 -0.168 -0.091 0.16
H 0.526442 8.887706 -7.763362 -0.289 0.230 0.180 0.35
H 1.925247 6.840362 -8.201809 -0.222 0.034 0.382 0.33
H 2.463886 8.242294 -9.071478 -0.163 0.417 -0.114 0.28
H 2.010182 6.175283 -10.362355 0.184 0.080 0.209 0.24
C 2.094127 3.515804 -25.581224 0.618 0.696 0.631 -1.13
C 2.047369 4.484046 -24.402172 -0.760 0.120 -0.163 0.22
O 2.468777 5.825064 -24.751335 -0.377 -1.087 -0.087 -0.56
H 3.132777 3.417602 -25.896902 -0.210 -0.260 -0.494 0.33
H 1.424477 3.901525 -26.349916 0.362 0.033 -0.254 0.21
H 1.673100 2.563735 -25.258093 0.266 -0.113 0.030 0.34
H 2.580434 4.164818 -23.506607 0.317 -0.284 -0.197 0.17
H 0.987674 4.417068 -24.155891 -0.204 0.727 0.511 0.12
H 2.046732 6.417871 -24.125200 -0.004 0.128 0.058 0.31
C 1.254145 12.880180 -18.868911 -0.386 0.963 1.058 -1.21
C -0.110772 12.390465 -19.321393 1.335 -0.480 -0.595 0.29
O 0.023896 11.705289 -20.573576 -0.781 -0.557 0.496 -0.50
H 1.673026 13.718636 -19.425362 -0.218 0.105 -0.044 0.38
H 2.061961 12.162018 -18.728282 -0.472 -0.580 -0.507 0.30
H 1.021257 13.180332 -17.847262 0.464 0.714 0.257 0.34
H -0.906280 13.134137 -19.368555 0.319 0.493 -0.112 0.31
H -0.414628 11.748824 -18.494304 -0.300 -0.859 -0.625 -0.15
H 0.217294 12.345547 -21.262248 -0.001 0.151 0.096 0.29
C 2.223553 5.481780 -14.295323 1.178 0.768 -1.727 -0.17
C 3.602945 6.249065 -14.442419 -0.400 -0.732 2.155 -0.63
O 3.369712 7.616097 -14.665083 -0.667 0.640 -0.445 -0.43
H 2.365631 4.438187 -14.014546 0.089 0.058 -0.236 0.50
H 1.845270 5.582731 -15.312578 -0.433 -0.727 -0.178 -0.30
H 1.402513 5.893513 -13.708405 0.697 0.506 0.523 0.10
H 4.327857 5.853451 -15.153820 -0.661 -0.436 -0.703 0.36
H 4.162239 6.134401 -13.513901 -0.016 0.062 0.511 0.41
H 4.187801 8.118408 -14.662921 0.122 -0.162 -0.009 0.23
C 0.591976 1.213188 -18.018061 -1.066 -0.630 -1.061 -1.07
C -0.253907 2.456119 -18.267154 1.055 -1.096 0.221 -0.33
O 0.402401 3.442446 -17.611447 1.079 3.010 2.514 -0.29
H 1.645380 1.410148 -18.217189 -0.114 -0.186 -0.157 0.26
H 0.136025 0.495147 -18.699691 0.618 -0.709 -0.105 0.39
H 0.459268 0.812377 -17.013147 0.082 0.288 0.087 0.26
H -1.185469 2.286323 -17.727290 -0.634 0.210 -0.764 0.22
H -0.287102 2.763228 -19.312463 -0.782 -0.687 -0.239 0.36
H 0.839611 4.111458 -18.143294 -0.183 -0.171 -0.605 0.15
```
Forces are in eV/Å.